Molecular formula: C4H8O
Method: DFT, ωB97M-V/def2-TZVPD

```
13
Properties=species:S:1:pos:R:3:lowdin_charge:R:1
O 1.4944 -0.8110 1.0750 -0.0698
C 1.3289 0.3774 0.3582 -0.2547
C 0.0390 0.3870 -0.4665 -0.2835
C -1.2919 0.5326 0.1800 -0.1265
C -0.9352 -0.7564 -0.4898 -0.1338
H 1.2032 -1.4959 0.4431 0.0837
H 2.1831 0.5631 -0.3165 0.1128
H 1.3281 1.1913 1.0974 0.1213
H 0.1126 0.8539 -1.4466 0.1316
H -1.3449 0.5570 1.2709 0.1161
H -1.9566 1.1803 -0.3757 0.0968
H -0.8003 -1.6543 0.1434 0.1089
H -1.3604 -0.9248 -1.4729 0.0972
```

The HOMO-LUMO gap is 11.051 eV. Its max |F| is 1.04 eV Å⁻¹. Its total energy is -6323.883 eV. The value obtained for the energy above the lowest of the compared OMol25 structures with the same formula, charge and spin is 1.285 eV.